This record from OMol25 describes C53H39F3MnN2O7Sb as an isolated structure at a distorted geometry. The level of theory is ωB97M-V with the def2-TZVPD basis set.

Atoms and positions in Å:
Mn 0.4192 1.5146 -1.1375
O -0.0628 -0.4775 -0.3678
C 1.1110 -1.1987 0.1208
C 1.9415 -0.0628 0.7882
O 2.6888 -0.4953 1.6813
O 1.8685 1.0673 0.2900
C 0.6319 -2.1788 1.1588
C -0.3491 -1.7068 2.0962
C -0.9321 -2.5565 3.0423
C -0.6338 -3.9319 3.0097
C 0.2967 -4.4043 2.1399
C 0.9532 -3.5388 1.2220
C 1.8814 -1.7436 -1.0427
C 3.1606 -2.2848 -0.8377
C 3.8365 -2.8314 -1.9315
C 3.3368 -2.8147 -3.2233
C 2.0947 -2.2532 -3.4604
C 1.3784 -1.7567 -2.3678
H -0.6975 -1.1087 -0.6874
H -0.7633 -0.7342 2.0989
H -1.5308 -2.0981 3.7991
H -1.2070 -4.6406 3.6744
H 0.5068 -5.4657 2.0401
H 1.4990 -4.0036 0.4103
H 3.5352 -2.3571 0.1109
H 4.7503 -3.3135 -1.7740
H 3.8680 -3.2516 -4.0784
H 1.6640 -2.2803 -4.4545
H 0.4528 -1.2289 -2.5184
C -1.3356 2.6807 -0.4744
C -2.6897 2.4999 -0.5651
C -3.5804 3.5984 -0.1204
C -4.6147 3.3222 0.7809
C -5.5359 4.2841 1.1949
C -5.5369 5.5250 0.5995
C -4.5413 5.8213 -0.3168
C -3.6267 4.8844 -0.6577
H -4.5834 2.3368 1.2293
H -6.2271 4.0674 1.9503
H -6.2109 6.2755 0.8932
H -4.5104 6.8081 -0.8478
H -2.9447 5.0893 -1.4755
N 3.9781 -2.6374 3.3910
C 3.4395 -3.6506 4.1183
O 4.1358 -4.7111 4.3029
C 2.0847 -3.5285 4.8155
C 1.4293 -4.5621 5.3507
C 0.2742 -4.3159 6.0861
C -0.1276 -2.9925 6.2469
N 0.4591 -2.0195 5.6539
C 1.5295 -2.2607 4.9812
H 4.9435 -2.9065 3.1212
H 3.4371 -2.0076 2.7660
H 1.8431 -5.5764 5.1107
H -0.2387 -5.0829 6.6374
H -0.9785 -2.7755 6.8533
H 2.0238 -1.3626 4.4804
F -2.2416 -0.3299 -7.6352
C -1.3645 0.2426 -6.8232
C -1.7272 0.3998 -5.4665
C -0.8194 0.8812 -4.5287
C 0.4656 1.2706 -4.9370
C 0.8252 1.0509 -6.2671
C -0.0702 0.4766 -7.1969
Sb 1.7787 1.9705 -3.4163
C -3.2027 1.1556 -0.8642
C -3.0779 0.1634 0.1186
C -3.3908 -1.1766 -0.1359
C -3.9144 -1.4952 -1.3803
F -4.1250 -2.8109 -1.5882
C -3.9475 -0.5832 -2.3882
C -3.6732 0.7470 -2.1017
C 3.6212 0.8617 -3.5203
C 4.4597 1.0858 -2.3765
C 5.7660 0.5417 -2.3449
C 6.1973 -0.1444 -3.4632
F 7.3513 -0.7837 -3.3869
C 5.4266 -0.2853 -4.5973
C 4.1506 0.1861 -4.6373
H -2.7158 0.1209 -5.1180
H -1.2136 0.9907 -3.5010
H 1.8054 1.3092 -6.6033
H 0.2794 0.1391 -8.2016
H -2.6378 0.5137 1.0487
H -3.2902 -1.9744 0.6457
H -4.2795 -0.7698 -3.3901
H -3.7559 1.5152 -2.8810
H 4.1642 1.5621 -1.4668
H 6.5058 0.7084 -1.5337
H 5.8560 -0.7470 -5.4067
H 3.5207 0.1385 -5.4814
O -2.5555 5.1915 3.0581
C -1.9187 3.9906 3.2187
C -2.3022 3.3087 4.3780
C -1.7989 2.0241 4.6180
C -1.0291 1.4127 3.6526
C -0.6484 2.0697 2.5113
C -1.0000 3.4232 2.3077
C -0.7076 4.3426 1.1499
O -0.3346 5.4643 1.4177
O -0.9011 4.0352 -0.1302
H -2.0219 5.6493 2.3896
H -2.9267 3.9073 5.0624
H -1.9723 1.5027 5.5675
H -0.6091 0.4266 3.8953
H 0.0052 1.6533 1.8223

Calculated values
LUMO (spin up / spin down): 2.273 / 2.272 eV
2S+1: 6
Total energy: -4370.16260 Ha
Net charge: -1
Frontier orbital gap (spin up / spin down): 6.452 / 6.555 eV
M: 1049.59 g mol⁻¹
Energy relative to the best compared isomer or geometry (same formula, charge and spin): 15.3 kcal/mol
⟨S²⟩: 8.762